[1]
Computed, not measured: a cluster of 5 separate species, C6H27B2O3 in total at a distorted geometry, with ωB97M-V with the def2-TZVPD basis set.

The geometry in XYZ format:
```
38
C6H27B2O3, DFT ωB97M-V with the def2-TZVPD basis set
O -0.574 0.194 -0.609
H 0.366 0.358 -0.500
H -0.785 0.551 -1.475
H -1.084 0.625 0.081
B 3.512 1.281 0.312
H 4.069 0.390 0.063
H 4.284 1.893 0.752
H 3.163 1.784 -0.576
H 2.781 1.020 1.061
B -2.970 2.490 1.855
H -3.281 2.923 0.917
H -3.613 2.894 2.620
H -3.059 1.418 1.762
H -1.935 2.711 2.065
C -2.385 -1.381 -5.826
C -1.588 -0.120 -6.086
C -2.023 0.700 -7.387
O -1.721 0.781 -4.949
H -2.243 -1.700 -4.794
H -2.038 -2.135 -6.532
H -3.448 -1.215 -5.998
H -0.570 -0.500 -6.162
H -1.546 1.680 -7.365
H -3.083 0.940 -7.308
H -1.888 0.270 -8.379
H -1.247 1.596 -5.131
C 2.100 -1.428 7.032
C 2.355 -1.849 5.614
C 1.129 -1.893 4.706
O 3.075 -0.820 5.027
H 2.942 -1.099 7.641
H 1.693 -2.368 7.405
H 1.368 -0.624 7.113
H 2.879 -2.796 5.485
H 0.718 -0.908 4.484
H 0.309 -2.407 5.208
H 1.359 -2.460 3.804
H 2.980 -0.797 4.072
```

Properties
E_LUMO: 0.04838 hartree
ΔE to the lowest compared entry with this formula, charge and spin: 6.175 eV
Kohn-Sham gap: 0.24188 Ha
net charge: -1
HOMO energy: -5.27 eV
2S+1: 1


[2]
Computed, not measured: a cluster of 6 separate species, C6H27N2O5 in total at a distorted geometry, with ωB97M-V with the def2-TZVPD basis set.

The geometry in XYZ format:
```
40
C6H27N2O5, DFT ωB97M-V with the def2-TZVPD basis set
C -1.138 -2.017 -2.151
C -0.789 -0.803 -1.124
C -1.482 -0.731 0.255
C -0.824 -1.524 1.435
C 0.331 -0.714 2.141
C 1.652 -1.194 1.580
N 2.652 -0.113 1.208
N -1.226 0.342 -1.895
H -1.183 -2.868 -1.532
H -2.000 -1.798 -2.544
H -0.302 -2.169 -2.805
H 0.327 -0.845 -0.868
H -1.574 0.293 0.624
H -2.367 -1.237 0.209
H -0.428 -2.489 1.110
H -1.629 -1.979 2.136
H 0.156 0.316 2.055
H 0.246 -0.790 3.373
H 2.098 -1.831 2.396
H 1.417 -1.726 0.653
H 2.327 0.801 1.415
H 2.862 -0.092 0.157
H 2.872 2.905 0.262
H -1.295 0.116 -2.876
H -2.156 0.792 -1.586
H 3.963 0.603 -0.911
H 3.054 -0.278 -1.772
O 3.783 -0.389 -1.113
H -2.520 1.953 1.364
H -1.441 2.715 2.097
O -1.511 2.166 1.330
H -4.526 -1.587 -1.160
H -5.363 -0.491 -0.627
O -4.416 -0.741 -0.688
H -0.384 2.614 -0.233
H 0.034 1.604 -1.262
O 0.337 2.425 -0.873
H 3.466 -0.191 1.651
H 1.678 2.173 -0.114
O 2.581 2.012 0.194
```

Properties
E_LUMO: -0.09162 hartree
ΔE to the lowest compared entry with this formula, charge and spin: 3.651 eV
Kohn-Sham gap: 0.35194 Ha
net charge: +1
HOMO energy: -12.07 eV
2S+1: 1


[3]
Computed, not measured: a cluster of 8 separate species, C6H27NO8 in total at a distorted geometry, with ωB97M-V with the def2-TZVPD basis set.

The geometry in XYZ format:
```
42
C6H27NO8, DFT ωB97M-V with the def2-TZVPD basis set
C 2.696 -1.949 0.045
O 3.177 -0.944 -0.859
C 1.336 -1.574 0.630
C 1.266 -1.269 2.117
C -0.137 -1.114 2.702
N -2.344 1.747 1.523
C -1.638 0.917 2.405
C -0.881 -0.069 1.920
H 2.678 -2.858 -0.555
H 3.411 -2.208 0.834
H 3.260 -0.160 -0.338
H 1.010 -0.718 0.037
H 0.585 -2.341 0.425
H 1.750 -0.314 2.336
H 1.891 -1.962 2.689
H 0.034 -0.744 3.715
H -0.688 -2.055 2.710
H -2.176 1.486 0.565
H -2.599 2.690 1.720
H -1.744 1.212 3.438
H -0.678 -0.035 0.856
H -1.326 -3.886 -1.233
H -0.493 -2.584 -1.770
O -1.310 -2.968 -1.492
H -0.881 -0.247 -1.742
H -0.257 1.051 -1.219
O -1.104 0.623 -1.391
H -1.583 4.261 -0.548
H -0.515 3.521 -1.398
O -0.680 3.935 -0.545
H -3.526 -0.121 -1.265
H -3.979 -0.058 0.130
O -4.345 -0.017 -0.764
H 0.561 1.938 1.336
H 0.469 3.067 0.418
O 1.028 2.762 1.148
H 0.285 -1.822 -4.026
H 1.115 -1.018 -3.153
O 0.262 -1.467 -3.135
H 2.576 1.227 -2.829
H 1.721 2.455 -2.950
O 1.772 1.612 -2.488
```

Properties
E_LUMO: -0.00190 hartree
SMILES string: N/C=C/CCCCO.O.O.O.O.O.O.O
ΔE to the lowest compared entry with this formula, charge and spin: 2.472 eV
Kohn-Sham gap: 0.28344 Ha
net charge: 0
HOMO energy: -7.76 eV
2S+1: 1


[4]
Computed, not measured: a cluster of 8 separate species, C6H28NO8 in total at a distorted geometry, with ωB97M-V with the def2-TZVPD basis set.

The geometry in XYZ format:
```
43
C6H28NO8, DFT ωB97M-V with the def2-TZVPD basis set
C -2.899 0.747 -0.260
C -1.894 1.146 0.785
C -1.302 -0.129 1.484
O 0.043 -0.360 1.236
C -2.468 -0.282 -1.343
N -1.054 -0.201 -1.719
C -0.451 -1.540 -1.791
C 1.027 -1.687 -1.951
H -3.685 0.160 0.214
H -3.306 1.646 -0.793
H -2.274 1.781 1.638
H -1.040 1.775 0.307
H -1.938 -1.024 1.275
H -1.446 -0.010 2.576
H -2.744 -1.239 -0.927
H -3.080 -0.109 -2.246
H -0.538 0.317 -0.993
H -0.705 -1.986 -0.767
H -1.012 -2.125 -2.563
H 1.324 -1.365 -2.955
H 1.383 -2.698 -1.868
H 1.559 -1.077 -1.257
H 2.316 1.818 -0.697
H 1.258 1.582 0.108
O 1.376 1.713 -0.861
H 0.392 1.823 2.897
H -0.061 3.153 3.090
O -0.465 2.318 2.779
H 2.698 0.307 1.772
H 1.037 0.570 1.729
O 2.005 1.062 1.755
H 3.096 2.540 2.435
H 2.274 3.113 1.398
O 3.094 3.358 1.856
H 0.226 2.081 -3.005
H -1.235 1.620 -3.230
O -0.402 1.717 -3.680
H -1.227 -3.537 1.807
H -0.321 -2.544 0.982
O -0.428 -3.516 1.239
H 2.227 -3.657 -0.853
H 1.266 -4.570 -0.194
O 2.221 -4.537 -0.394
```

Properties
E_LUMO: 0.11024 hartree
ΔE to the lowest compared entry with this formula, charge and spin: 3.340 eV
Kohn-Sham gap: 0.28715 Ha
net charge: -1
HOMO energy: -4.81 eV
2S+1: 1


[5]
Computed, not measured: a cluster of 8 separate species, C6H28NO8 in total at a distorted geometry, with ωB97M-V with the def2-TZVPD basis set.

The geometry in XYZ format:
```
43
C6H28NO8, DFT ωB97M-V with the def2-TZVPD basis set
C 2.779 -0.753 0.977
C 1.388 -0.577 0.368
C 0.571 -1.866 0.565
C -0.939 -1.616 0.631
C -1.730 -2.886 0.918
N 1.537 -0.276 -1.062
C 0.468 0.565 -1.673
O 0.019 1.636 -0.913
H 2.692 -0.869 2.058
H 3.392 0.131 0.787
H 3.314 -1.604 0.544
H 0.883 0.236 0.890
H 0.847 -2.577 -0.216
H 0.873 -2.379 1.483
H -1.300 -1.183 -0.308
H -1.158 -0.863 1.387
H -2.805 -2.738 0.800
H -1.425 -3.722 0.264
H -1.524 -3.227 1.933
H 2.422 0.179 -1.247
H -0.396 -0.060 -1.904
H 0.883 0.954 -2.612
H -2.885 1.264 -0.731
H -1.545 1.622 -1.402
O -2.502 1.409 -1.614
H 0.018 -0.412 3.205
H -0.522 0.987 2.911
O -0.155 0.416 3.640
H 0.947 2.713 -0.818
H 1.017 4.241 -1.171
O 1.493 3.614 -0.633
H -0.550 2.745 1.699
H -0.663 1.665 0.634
O -1.034 1.898 1.534
H 0.944 3.838 0.850
H 1.356 3.647 2.350
O 0.653 4.000 1.802
H -2.607 -0.125 -2.491
H -1.791 -1.457 -3.044
O -2.662 -1.007 -2.938
H -0.616 -3.026 -2.156
H 0.533 -2.034 -2.445
O -0.221 -2.502 -2.849
```

Properties
E_LUMO: 0.11240 hartree
ΔE to the lowest compared entry with this formula, charge and spin: 0.000 eV
Kohn-Sham gap: 0.33223 Ha
net charge: -1
HOMO energy: -5.98 eV
2S+1: 1


[6]
Computed, not measured: a cluster of 9 separate species, C6H28NO9 in total at a distorted geometry, with ωB97M-V with the def2-TZVPD basis set.

The geometry in XYZ format:
```
44
C6H28NO9, DFT ωB97M-V with the def2-TZVPD basis set
C 3.416 -1.246 -1.931
N 3.055 -0.199 -0.982
C 1.712 -0.193 -0.527
C 1.098 1.186 -0.542
C 0.581 1.702 -1.844
C 0.639 2.918 -2.393
C 1.787 -0.814 0.923
O 0.589 -1.173 1.575
H 2.880 -1.108 -2.886
H 3.296 -2.261 -1.546
H 4.493 -1.120 -2.169
H 3.857 0.201 -0.550
H 0.995 -0.834 -1.094
H 1.890 1.970 -0.329
H 0.334 1.205 0.221
H 0.151 0.867 -2.405
H 0.371 2.958 -3.442
H 1.048 3.765 -1.903
H 2.411 -1.812 0.996
H 2.269 -0.211 1.726
H -2.005 -2.629 -2.505
H -2.009 -1.375 -1.631
O -1.944 -1.676 -2.580
H -1.180 -3.100 2.316
H -1.564 -2.075 1.246
O -1.609 -3.034 1.431
H -2.437 0.839 3.720
H -1.561 2.016 3.466
O -1.755 1.307 4.131
H -4.083 1.961 2.214
H -3.880 1.435 0.821
O -4.105 2.263 1.270
H -3.014 -1.085 2.364
H -2.407 -0.406 1.151
O -2.896 -0.190 2.043
H -0.272 -0.850 0.998
H -1.538 0.349 -0.051
O -1.293 -0.576 0.040
H 0.712 0.976 4.096
H 0.661 1.578 2.681
O 0.802 1.790 3.580
H 0.892 -0.871 -3.744
H -0.544 -1.317 -3.655
O 0.154 -1.131 -4.300
```

Properties
E_LUMO: 0.11379 hartree
ΔE to the lowest compared entry with this formula, charge and spin: 1.900 eV
Kohn-Sham gap: 0.31903 Ha
net charge: -1
HOMO energy: -5.58 eV
2S+1: 1